{
  "formula": "C43H31BiBrN4O5S2",
  "method": "ωB97M-V/def2-TZVPD",
  "homo_energy_ev": -4.29,
  "total_charge": -1,
  "total_energy_ha": -5837.45951,
  "gap_ha": 0.21150,
  "lumo_energy_ha": 0.054,
  "symbols": ["Bi", "Br", "C", "C", "C", "C", "O", "C", "C", "N", "C", "C", "C", "C", "C", "C", "C", "C", "N", "C", "C", "H", "H", "H", "H", "H", "H", "H", "H", "H", "H", "O", "C", "C", "C", "C", "C", "C", "C", "O", "N", "N", "C", "S", "C", "C", "S", "H", "H", "H", "H", "H", "H", "H", "H", "H", "O", "C", "O", "C", "C", "C", "C", "C", "C", "H", "H", "H", "H", "H", "C", "C", "C", "C", "C", "C", "C", "C", "C", "C", "H", "H", "H", "H", "H", "H", "H"],
  "positions_angstrom": [[0.51178, -0.01912, -0.02075], [-5.82135, -3.64214, 1.82270], [-3.98720, -3.33715, 1.60684], [-3.25170, -2.99175, 2.81562], [-2.02298, -2.43336, 2.71519], [-1.41758, -2.25128, 1.46010], [-0.23296, -1.68529, 1.52686], [-2.08245, -2.69237, 0.20393], [-1.56087, -2.55960, -1.06494], [-0.35008, -2.12292, -1.44577], [0.17623, -2.35045, -2.70375], [-0.36657, -3.17187, -3.72247], [0.28937, -3.37854, -4.94608], [1.42638, -2.61882, -5.25630], [2.04625, -1.80497, -4.24771], [3.31543, -1.15897, -4.41310], [3.97922, -0.63584, -3.29807], [3.35142, -0.66681, -2.06502], [2.12503, -1.16826, -1.89703], [1.46190, -1.67948, -2.91996], [-3.36959, -3.26730, 0.37790], [-3.80742, -3.17869, 3.76182], [-1.46831, -2.05576, 3.59087], [-2.28759, -2.85140, -1.88720], [-1.34929, -3.55401, -3.58216], [-0.17949, -4.11516, -5.66795], [1.87739, -2.62175, -6.23815], [3.74319, -1.28330, -5.37475], [4.93641, -0.15995, -3.39137], [3.80272, -0.19687, -1.22313], [-3.91550, -3.70985, -0.46115], [0.79744, 2.45048, 3.85378], [-0.41897, 2.55125, 4.24881], [-0.70729, 3.06343, 5.49368], [-1.95992, 2.96747, 6.08664], [-3.00802, 2.44476, 5.35704], [-2.88512, 1.98709, 4.07037], [-1.53119, 1.96428, 3.53637], [-1.21193, 1.40114, 2.23828], [0.01659, 1.27145, 1.87121], [-2.28674, 1.01847, 1.43619], [-2.07855, 0.83640, 0.17644], [-3.20431, 0.84971, -0.61514], [-4.80759, 0.71995, 0.18568], [-5.70053, 0.42534, -1.31218], [-5.00445, 1.03158, -2.47677], [-3.17267, 0.88474, -2.35896], [0.78606, 1.95876, 2.89406], [0.07752, 3.57244, 6.04840], [-2.20311, 3.33195, 7.10840], [-3.99534, 2.50996, 5.80722], [-3.71896, 1.64590, 3.43840], [-6.74377, 0.79348, -1.20875], [-5.76414, -0.67274, -1.46708], [-5.30897, 2.11115, -2.51664], [-5.33499, 0.51227, -3.35810], [0.44778, 1.28876, -2.19809], [1.22646, 2.23933, -1.84138], [1.87726, 2.20431, -0.72632], [1.36535, 3.43515, -2.66479], [2.04674, 4.58768, -2.20099], [2.00274, 5.74369, -2.88716], [1.34389, 5.78724, -4.11385], [0.64450, 4.69797, -4.57001], [0.64869, 3.50761, -3.85440], [2.45239, 4.47764, -1.18530], [2.56571, 6.60361, -2.55462], [1.39005, 6.71030, -4.67491], [0.00812, 4.80468, -5.44251], [0.16564, 2.62381, -4.28295], [3.46303, -4.23201, 2.67989], [2.67610, -4.08075, 1.53991], [2.32545, -2.83277, 1.01805], [2.73574, -1.61301, 1.68948], [2.46352, -0.32032, 1.23887], [3.02935, 0.76861, 1.78807], [3.89166, 0.60760, 2.94026], [4.09785, -0.64516, 3.45972], [3.61567, -1.81540, 2.86589], [3.92546, -3.11185, 3.35829], [3.50753, -5.21004, 3.14199], [2.20812, -4.98465, 1.06305], [1.63333, -2.76449, 0.21511], [2.81528, 1.73214, 1.38620], [4.10927, 1.50594, 3.48992], [4.56994, -0.74832, 4.48976], [4.54457, -3.23495, 4.24046]],
  "forces_ev_per_angstrom": [[1.054, -0.227, -0.031], [-0.458, -0.461, -0.184], [1.911, 0.523, 0.693], [-1.855, -0.392, -0.627], [-0.401, -0.233, 1.037], [2.283, 0.972, -1.399], [-1.788, -0.526, -0.970], [0.023, 0.402, 3.535], [1.706, 0.293, -3.586], [-2.050, -1.157, 1.470], [-0.114, 0.235, -0.902], [1.055, 1.399, 1.234], [0.479, 0.522, -1.087], [-0.700, -0.378, 0.788], [0.072, 0.448, 1.048], [-0.879, -0.855, 1.606], [-0.730, -0.280, -1.739], [-1.612, -0.273, -0.288], [0.923, 1.135, 0.742], [-0.383, -2.136, -2.253], [-1.037, -0.173, 0.301], [0.767, 0.422, -0.627], [-0.303, -0.387, -0.588], [0.753, 0.037, 0.837], [-0.427, -0.669, 0.200], [0.758, 1.175, 0.738], [0.071, -0.288, -0.070], [0.701, 0.359, -0.750], [0.329, 0.017, -0.067], [0.238, 0.071, 0.758], [0.214, 0.540, -0.050], [2.300, -0.225, -2.145], [-3.312, -1.694, 0.042], [-0.109, 1.119, 2.116], [0.415, 0.383, -0.033], [-1.776, 0.081, 0.170], [2.471, -0.058, -0.994], [-0.605, 0.465, 0.633], [-2.883, -1.701, -2.955], [0.012, 0.427, -0.170], [0.392, 1.488, 4.993], [-2.351, 0.424, -5.524], [2.978, -0.627, 3.634], [1.005, 0.648, 0.606], [-0.914, -1.631, 0.100], [0.074, 1.670, -0.317], [-0.587, -0.269, 0.145], [-0.205, 0.662, 1.609], [0.141, -0.273, -0.097], [0.627, -0.156, -0.849], [-0.008, -0.241, -0.055], [0.586, 0.102, 0.460], [0.671, -0.078, -0.081], [-0.041, 0.470, 0.129], [0.558, -0.817, -0.255], [0.034, 0.056, -0.653], [0.911, 1.403, -0.329], [0.228, -2.114, 2.243], [-1.049, -0.348, -1.322], [-0.365, 1.415, -0.987], [-0.712, -2.427, 1.815], [0.633, 0.951, -1.165], [0.150, 0.621, 0.256], [-0.491, 0.019, -0.278], [0.377, -0.241, -0.394], [0.161, 0.246, -0.615], [-0.106, 0.152, 0.146], [-0.231, 0.040, -0.138], [0.275, -0.158, -0.166], [-0.025, 0.316, 0.556], [-0.228, 0.797, 1.097], [-1.361, 0.174, -1.558], [0.730, 0.123, 2.037], [1.947, -2.754, 1.119], [-1.491, -0.295, -1.327], [1.553, -0.425, 1.535], [-1.486, -0.187, -0.684], [0.871, 0.807, 2.161], [-0.996, 0.026, -1.741], [-0.392, -0.421, -0.910], [0.498, -0.090, -0.131], [0.680, 0.923, 0.460], [-0.271, -0.046, -0.704], [-0.083, 0.696, -0.036], [0.584, 0.103, 0.189], [-0.307, 0.189, -1.454], [-0.078, 0.165, 0.047]]
}